The following is a quantum chemistry calculation of a cluster of 6 separate species, C25H56N10O8P in total at a distorted geometry, from the OMol25 dataset.

## Properties
Charge: +1
Lowest unoccupied orbital energy (eV): -2.32
F_max (eV Å⁻¹): 1.023

Each line ends with the Löwdin charge.
Geometry (Å):
C -5.71 0.83 6.24  0.026
C -4.59 0.06 6.86  -0.537
O -3.93 0.47 7.77  0.144
O -4.35 -1.17 6.31  -0.026
C -3.06 -1.24 5.69  -0.196
C -2.88 -2.60 5.05  -0.142
C -1.37 -2.89 4.87  -0.177
C -1.02 -3.54 3.53  -0.085
C -0.99 -2.64 2.35  -0.229
N -1.67 -2.91 1.23  0.215
C -1.38 -1.91 0.39  -0.387
N -1.82 -1.78 -0.85  0.198
N -0.54 -1.01 0.98  -0.069
P 0.04 0.47 0.30  0.798
O 0.03 1.60 1.23  -0.374
N -0.26 -1.53 2.23  0.006
C 0.71 -0.91 3.14  -0.081
C 2.14 -0.81 2.54  -0.242
N 2.64 0.55 2.47  0.019
H -6.53 0.89 6.94  0.096
H -5.37 1.85 6.06  0.093
H -6.04 0.37 5.31  0.083
H -2.30 -1.10 6.46  0.123
H -2.93 -0.44 4.96  0.138
H -3.32 -3.36 5.69  0.126
H -3.37 -2.63 4.07  0.117
H -1.08 -3.60 5.64  0.116
H -0.81 -1.99 5.08  0.078
H -0.06 -4.06 3.58  0.139
H -1.77 -4.29 3.30  0.129
H -2.65 -2.22 -1.17  0.123
H -1.28 -1.28 -1.56  0.044
H -0.82 0.61 -0.79  0.038
H 1.31 0.14 -0.20  0.033
H 0.76 -1.53 4.02  0.106
H 0.33 0.08 3.39  0.125
H 2.13 -1.30 1.56  0.104
H 2.78 -1.41 3.18  0.110
H 3.07 0.78 1.58  0.024
H 1.94 1.23 2.70  0.048
C 3.63 1.99 -1.21  -0.342
O 3.57 1.08 -0.38  -0.033
N 3.08 3.20 -1.03  -0.172
C 3.11 4.22 -2.06  -0.043
C 2.44 3.48 0.25  -0.020
H 4.11 1.86 -2.19  0.132
H 3.63 5.11 -1.71  0.098
H 2.09 4.50 -2.34  0.095
H 3.62 3.84 -2.94  0.062
H 3.17 3.42 1.06  0.103
H 1.69 2.71 0.44  0.036
H 2.00 4.47 0.23  0.097
C -1.81 -0.47 -4.45  -0.292
O -1.53 -0.71 -3.26  -0.068
N -2.74 -1.14 -5.12  -0.172
C -3.05 -0.85 -6.51  -0.031
C -3.48 -2.19 -4.44  -0.034
H -1.28 0.31 -5.01  0.107
H -4.09 -0.55 -6.61  0.096
H -2.88 -1.74 -7.12  0.096
H -2.41 -0.05 -6.86  0.065
H -4.02 -1.78 -3.58  0.090
H -2.81 -2.97 -4.09  0.094
H -4.20 -2.63 -5.13  0.090
C -0.11 2.58 -6.92  -0.327
O -0.84 1.67 -6.51  -0.028
N -0.29 3.24 -8.06  -0.183
C 0.61 4.30 -8.48  -0.038
C -1.41 2.88 -8.91  -0.027
H 0.76 2.92 -6.34  0.125
H 0.07 5.24 -8.59  0.095
H 1.08 4.05 -9.43  0.096
H 1.40 4.44 -7.74  0.084
H -2.35 3.02 -8.38  0.095
H -1.34 1.84 -9.22  0.094
H -1.40 3.52 -9.80  0.090
C 1.40 -4.11 7.65  -0.362
O 1.89 -4.16 6.54  -0.005
N 1.21 -2.98 8.35  -0.195
C 0.61 -2.98 9.68  -0.050
C 1.63 -1.72 7.76  -0.036
H 1.05 -5.01 8.18  0.135
H -0.30 -2.37 9.68  0.091
H 1.31 -2.56 10.41  0.093
H 0.36 -3.99 9.97  0.085
H 1.10 -1.55 6.82  0.070
H 2.70 -1.73 7.55  0.096
H 1.41 -0.91 8.45  0.090
C 3.90 2.51 -5.41  -0.382
O 4.86 2.78 -6.10  0.032
N 3.50 1.27 -5.09  -0.189
C 2.33 1.03 -4.27  -0.068
C 4.28 0.14 -5.58  -0.029
H 3.24 3.30 -4.99  0.115
H 2.60 0.49 -3.36  0.079
H 1.60 0.44 -4.83  0.088
H 1.88 1.98 -4.00  0.079
H 5.31 0.20 -5.22  0.096
H 4.30 0.14 -6.67  0.095
H 3.83 -0.79 -5.23  0.088